Formula: C13H26FIN3
Source: the Open Molecules 2025 dataset
Level of theory: ωB97M-V/def2-TZVPD

Values from the calculation:
- charge = +1
- multiplicity = 1
- highest occupied orbital energy (eV) = -12.23
- orbital gap (hartree) = 0.311
- molar mass (g mol⁻¹) = 370.27

Last column: Löwdin charge in e.
Element x y z (Å)
N (-1.34414, -5.82571, 1.08202)  -0.0138
C (0.10982, -5.90807, 1.39994)  -0.2055
N (0.87944, -5.09005, 0.40502)  -0.1016
C (1.92978, -4.22962, 0.95611)  0.0649
C (2.42188, -3.55419, -0.33682)  -0.1509
C (3.58792, -2.48049, -0.10516)  -0.1286
C (2.85492, -1.11069, 0.39770)  -0.1641
C (2.53463, -0.21288, -0.89022)  -0.1476
F (1.64954, 0.85366, -0.42571)  -0.1089
N (1.72019, -3.98993, -1.52771)  0.1115
C (0.76048, -4.94681, -1.00839)  -0.6071
I (-0.66839, -5.94766, -2.28286)  0.9187
H (-1.77309, -5.10514, 1.68459)  0.0924
H (-1.81209, -6.73513, 1.18023)  0.0865
H (0.23514, -5.45306, 2.45686)  0.1469
H (0.53596, -6.96597, 1.40077)  0.1509
H (2.25944, -4.10826, 2.03501)  0.1542
H (4.34150, -2.87326, 0.67278)  0.1289
H (4.16400, -2.31452, -1.08862)  0.1225
H (1.83663, -1.44837, 0.83363)  0.1153
H (3.42075, -0.57472, 1.22939)  0.1274
H (3.52529, 0.18958, -1.30121)  0.1333
H (1.92075, -0.78323, -1.68306)  0.1257
H (1.90140, -3.66028, -2.48353)  0.1670
C (-4.26379, 4.38516, 0.12464)  -0.1155
C (-2.97793, 5.19776, 0.18571)  -0.2720
C (-2.02903, 4.90842, -0.97937)  -0.2283
C (-1.51465, 3.46745, -1.05562)  -0.2291
C (-0.77823, 2.97672, 0.19238)  -0.2783
C (0.48772, 3.76881, 0.48776)  -0.1183
H (-4.06866, 3.31177, 0.18064)  0.0628
H (-4.91567, 4.64704, 0.96257)  0.0708
H (-4.80761, 4.58948, -0.80211)  0.0763
H (-2.47528, 5.02016, 1.14226)  0.0984
H (-3.23499, 6.26187, 0.16857)  0.1063
H (-1.18042, 5.59798, -0.92130)  0.1012
H (-2.54055, 5.14320, -1.92028)  0.1101
H (-0.84463, 3.38472, -1.91951)  0.1088
H (-2.35077, 2.79048, -1.25980)  0.0985
H (-0.50442, 1.92681, 0.04322)  0.0828
H (-1.43825, 3.00215, 1.06421)  0.0990
H (1.18541, 3.71449, -0.35260)  0.0716
H (0.98991, 3.35973, 1.36863)  0.0690
H (0.27009, 4.82061, 0.68926)  0.0679


Formula: C13H26FN2S
Source: the Open Molecules 2025 dataset
Level of theory: ωB97M-V/def2-TZVPD

Values from the calculation:
- charge = +1
- multiplicity = 1
- highest occupied orbital energy (eV) = -12.73
- orbital gap (hartree) = 0.333
- molar mass (g mol⁻¹) = 261.43

Last column: Löwdin charge in e.
Element x y z (Å)
C (0.97838, -0.81497, -3.75616)  -0.0091
C (-0.00066, -0.29869, -2.67254)  -0.2845
F (0.06104, 1.08493, -2.73816)  -0.0060
C (-1.49338, -0.72267, -2.86515)  -0.3987
N (-2.00490, -1.08534, -1.52625)  0.1091
C (-2.04331, -0.14572, -0.73971)  -0.6933
S (-2.10416, 1.20868, 0.09205)  0.8409
C (-1.65689, -1.91948, -3.83260)  -0.0756
C (-3.23320, -2.04051, -3.80500)  -0.1079
C (-3.66982, -0.53890, -3.68048)  -0.0720
N (-2.39875, 0.24683, -3.51202)  0.1407
H (1.15540, -1.87563, -3.56921)  0.0943
H (0.62922, -0.60792, -4.76677)  0.0853
H (1.91165, -0.27865, -3.56674)  0.0994
H (0.40517, -0.64634, -1.72276)  0.1530
H (-1.49156, -1.50998, -4.83754)  0.1246
H (-1.09044, -2.81775, -3.62464)  0.1374
H (-3.65654, -2.53219, -4.67770)  0.1187
H (-3.39652, -2.63364, -2.90324)  0.1131
H (-4.25432, -0.52763, -2.75909)  0.1313
H (-4.33552, -0.19951, -4.47130)  0.1380
H (-1.99602, 0.51175, -4.41429)  0.1956
H (-2.57224, 1.14689, -3.05357)  0.1818
C (1.64843, 1.40544, 1.30187)  -0.1161
C (2.28841, 0.37598, 2.22695)  -0.2652
C (1.33036, -0.16140, 3.28946)  -0.2290
C (0.79606, 0.88469, 4.26924)  -0.2303
C (1.86709, 1.65026, 5.04541)  -0.2688
C (2.72006, 0.75783, 5.94101)  -0.1082
H (1.32622, 2.29423, 1.84662)  0.0705
H (2.36124, 1.72768, 0.54030)  0.0719
H (0.77951, 0.98129, 0.79241)  0.0208
H (3.17583, 0.80645, 2.69695)  0.1022
H (2.64073, -0.46658, 1.62449)  0.1026
H (1.83133, -0.95894, 3.84425)  0.1033
H (0.47697, -0.63522, 2.79032)  0.1032
H (0.13253, 0.38376, 4.98081)  0.1108
H (0.16948, 1.60352, 3.73132)  0.0971
H (1.37047, 2.39837, 5.66849)  0.1060
H (2.51198, 2.20517, 4.35807)  0.0985
H (2.09910, 0.22236, 6.66184)  0.0769
H (3.44014, 1.35680, 6.49962)  0.0719
H (3.28344, 0.02374, 5.36264)  0.0656


Formula: C13H26FNO5S
Source: the Open Molecules 2025 dataset
Level of theory: ωB97M-V/def2-TZVPD

Values from the calculation:
- charge = 0
- SMILES = COCCCCCCCN(C)S(=O)(=O)F.O=C1CCCO1
- relative energy (zero: lowest compared OMol25 entry of this formula, charge and spin) (eV) = 6.6830
- multiplicity = 1
- highest occupied orbital energy (eV) = -9.47
- orbital gap (hartree) = 0.323
- molar mass (g mol⁻¹) = 327.42

Last column: Löwdin charge in e.
Element x y z (Å)
C (-1.68918, -4.05003, 0.46564)  -0.1408
O (-2.97331, -4.43452, -0.14192)  -0.2591
C (-3.52024, -3.28231, -0.92560)  -0.1980
C (-4.14820, -2.21239, 0.15623)  -0.1716
C (-4.72744, -0.84837, -0.60886)  -0.2092
C (-4.42541, 0.53489, 0.23548)  -0.2260
C (-3.00708, 1.26637, -0.15124)  -0.2132
C (-1.68070, 0.59065, 0.55834)  -0.1647
C (-0.73390, -0.05597, -0.66008)  -0.2204
N (0.70818, -0.24925, -0.24930)  -0.2856
C (1.64630, 0.70437, -1.00769)  -0.1135
S (1.28863, -1.87253, -0.51998)  0.8873
O (0.65065, -2.61216, -1.71939)  -0.3287
O (2.83639, -1.81553, -0.82349)  -0.3597
F (1.17392, -2.78609, 0.96611)  -0.2490
H (-1.78798, -4.13361, 1.65028)  0.1142
H (-1.40017, -2.94032, 0.22671)  0.0458
H (-0.77196, -4.71292, 0.09168)  0.1122
H (-4.36146, -3.73537, -1.63774)  0.1443
H (-2.65521, -2.85556, -1.58950)  0.1192
H (-3.36622, -1.85621, 0.97078)  0.0932
H (-5.06345, -2.69779, 0.74832)  0.1297
H (-4.40897, -0.80029, -1.73685)  0.1130
H (-5.91301, -0.98155, -0.60718)  0.1107
H (-5.31253, 1.28320, -0.04274)  0.1114
H (-4.54822, 0.35039, 1.40567)  0.1250
H (-2.83331, 1.34241, -1.30890)  0.1092
H (-3.07928, 2.38439, 0.25585)  0.1154
H (-1.05314, 1.48463, 1.02561)  0.1171
H (-1.95207, -0.21202, 1.37747)  0.1081
H (-0.72927, 0.78584, -1.50574)  0.1340
H (-1.29218, -1.02675, -0.99970)  0.1043
H (2.71386, 0.77931, -0.52835)  0.0905
H (1.76163, 0.24297, -2.09994)  0.1249
H (1.21044, 1.78676, -1.09684)  0.1178
O (3.81841, 2.83001, -1.34937)  0.0905
C (4.39169, 2.95035, -0.27930)  -0.4605
O (3.76239, 2.98106, 0.93199)  0.0218
C (4.72432, 3.24196, 1.95297)  -0.1679
C (6.04898, 2.82998, 1.36605)  -0.1676
C (5.86862, 3.13141, -0.10024)  -0.0836
H (4.69226, 4.30860, 2.19878)  0.1298
H (4.47747, 2.66425, 2.84848)  0.1304
H (6.89954, 3.34735, 1.81775)  0.1216
H (6.19660, 1.75191, 1.50383)  0.1258
H (6.13350, 4.16522, -0.33875)  0.1377
H (6.43011, 2.43328, -0.72534)  0.1344